# C30H59N2O23SSi

A 8-piece molecular cluster, C30H59N2O23SSi overall in a non-equilibrium geometry (ωB97M-V/def2-TZVPD, OMol25).

The geometry in XYZ format:
```
116
C30H59N2O23SSi ωB97M-V/def2-TZVPD
C 9.7268 -1.2782 -0.1742
Si 8.0000 -0.3986 -0.0349
C 8.3221 1.4429 -0.4313
C 7.4593 -0.6091 1.8029
O 6.9374 -1.2004 -1.1685
C 5.6121 -0.6014 -1.0272
C 4.5366 -1.6104 -0.3912
C 3.0895 -0.9785 -0.1816
C 1.8032 -1.5943 -0.8458
N 0.5830 -0.9243 -0.5741
N 0.2784 0.1577 0.1100
C 1.3152 0.8235 0.7649
O 1.0789 2.0047 1.5295
C 2.7546 0.2699 0.6648
S 4.0846 1.1673 1.6055
H 10.1509 -1.2831 0.8895
H 9.5872 -2.3368 -0.5737
H 10.4175 -0.7014 -0.8803
H 9.1532 1.8660 0.2496
H 8.7299 1.5595 -1.5014
H 7.4101 2.1140 -0.2444
H 8.3638 -0.9596 2.4111
H 7.0924 0.3603 2.2802
H 6.6867 -1.4549 1.8183
H 5.7570 0.3594 -0.4282
H 5.1872 -0.2757 -2.0474
H 4.3999 -2.4548 -1.1678
H 4.9125 -2.1466 0.5560
H 1.8373 -2.5446 -1.4896
H -0.2416 -1.3929 -1.0105
H 1.5283 2.7089 0.9916
H 4.6388 0.2086 2.4398
C -0.4335 -1.4063 -4.3605
O -0.6499 -2.6287 -5.0536
C -1.3412 -3.5395 -4.3470
O -1.7631 -3.3914 -3.2232
O -1.4792 -4.6345 -5.1025
C -2.2015 -5.6961 -4.4733
H 0.1322 -0.7439 -5.0160
H -1.3844 -0.9247 -4.1212
H 0.1522 -1.5785 -3.4534
H -3.2207 -5.3821 -4.2379
H -1.6835 -6.0343 -3.5736
H -2.2511 -6.5285 -5.1750
C 1.3350 8.7082 1.9564
O 1.1098 7.4840 1.2541
C 0.4130 6.5719 1.9471
O -0.0152 6.7055 3.0653
O 0.2749 5.4777 1.1746
C -0.4528 4.4162 1.7900
H 1.9050 9.3687 1.3032
H 0.3876 9.1946 2.1962
H 1.9185 8.5310 2.8623
H -1.4721 4.7311 2.0234
H 0.0601 4.0686 2.6895
H -0.5026 3.5915 1.0810
C -4.3982 -1.9962 -4.0180
O -5.7262 -2.4912 -3.8675
C -6.4178 -2.5680 -5.0176
O -6.0100 -2.2620 -6.1102
O -7.6402 -3.0445 -4.7363
C -8.4915 -3.1801 -5.8740
H -3.9348 -1.9771 -3.0317
H -3.8126 -2.6554 -4.6615
H -4.4091 -0.9781 -4.4148
H -8.0674 -3.8863 -6.5907
H -8.6643 -2.2096 -6.3438
H -9.4486 -3.5716 -5.5286
C 2.5400 14.4634 1.6232
O 1.1177 14.5615 1.6743
C 0.4902 13.3872 1.8408
O 1.0209 12.3079 1.9450
O -0.8308 13.6225 1.8712
C -1.6296 12.4536 2.0448
H 2.9382 15.4691 1.4868
H 2.9324 14.0602 2.5593
H 2.8538 13.8494 0.7764
H -1.4036 11.9702 2.9977
H -1.4823 11.7593 1.2145
H -2.6749 12.7634 2.0542
C -2.2329 -0.0057 1.9101
O -3.6532 0.0964 1.9641
C -4.2797 -1.0802 2.1332
O -3.7439 -2.1570 2.2342
O -5.5993 -0.8479 2.1698
C -6.3962 -2.0193 2.3467
H -1.8299 0.9981 1.7719
H -1.8398 -0.4092 2.8464
H -1.9233 -0.6215 1.0641
H -6.1650 -2.5027 3.2982
H -6.2516 -2.7128 1.5156
H -7.4418 -1.7113 2.3611
C 1.8995 -0.8444 7.1053
O 0.5982 -1.3870 7.3185
C -0.0781 -1.6577 6.1914
O 0.3211 -1.4815 5.0639
O -1.2744 -2.1575 6.5352
C -2.1079 -2.4939 5.4273
H 2.3498 -0.6662 8.0820
H 2.5273 -1.5519 6.5590
H 1.8378 0.1079 6.5741
H -1.6407 -3.2674 4.8142
H -2.3291 -1.6078 4.8289
H -3.0457 -2.8862 5.8210
C -3.5788 -9.0742 -1.1801
O -3.6106 -10.3251 -1.8639
C -3.0475 -10.3015 -3.0825
O -2.5417 -9.3414 -3.6116
O -3.1456 -11.5313 -3.6090
C -2.5836 -11.6560 -4.9148
H -4.0593 -9.2124 -0.2112
H -2.5485 -8.7527 -1.0124
H -4.1345 -8.3164 -1.7367
H -1.5137 -11.4378 -4.8963
H -3.0995 -11.0015 -5.6205
H -2.7199 -12.6881 -5.2384
```

spin multiplicity: 1
charge: +1

Löwdin atomic charge list, values in e, 99 entries: C -0.18; Si 0.47; C -0.20; C -0.18; O -0.24; C -0.27; C -0.12; C -0.07; C 0.11; N 0.01; N 0.14; C -0.21; O -0.01; C -0.32; S 0.81; H 0.04; H 0.04; H 0.05; H 0.06; H 0.06; H 0.04; H 0.05; H 0.03; H 0.03; H 0.05; H 0.14; H 0.13; H 0.13; H 0.16; H 0.18; H 0.13; H -0.08; C -0.04; O 0.01; C -0.62; O 0.09; O 0.01; C -0.03; H 0.10; H 0.10; H 0.06; H 0.10; H 0.10; H 0.10; C -0.04; O 0.00; C -0.60; O 0.13; O -0.01; C -0.06; H 0.10; H 0.10; H 0.10; H 0.11; H 0.10; H 0.07; C -0.05; O 0.01; C -0.60; O 0.13; O 0.00; C -0.04; H 0.09; H 0.09; H 0.10; H 0.10; H 0.10; H 0.10; C -0.05; O 0.00; C -0.60; O 0.11; O 0.00; C -0.05; H 0.10; H 0.10; H 0.10; H 0.10; H 0.10; H 0.10; C -0.05; O 0.01; C -0.60; O 0.12; O 0.01; C -0.04; H 0.08; H 0.09; H 0.07; H 0.10; H 0.10; H 0.10; C -0.05; O 0.01; C -0.60; O 0.10; O 0.01; C -0.04; H 0.10



# C30H60BN2P4Pt

C30H60BN2P4Pt as an isolated structure (ωB97M-V/def2-TZVPD, OMol25).

The geometry in XYZ format:
```
98
C30H60BN2P4Pt ωB97M-V/def2-TZVPD
Pt -0.4988 0.0428 -0.1634
C 2.4297 -0.9355 3.6569
C 1.2517 -1.3359 2.7590
C 1.8490 -1.9415 1.4905
C 0.4331 -2.4451 3.4274
P 0.1352 0.1142 2.2481
C 1.2926 1.5652 2.3150
N 1.9631 1.5271 1.0496
B 1.3548 0.9344 -0.1008
N 2.3796 0.9313 -1.0966
C 2.2094 0.2942 -2.3675
P 0.5069 -0.4621 -2.2842
C 0.8259 -2.2808 -2.6710
C 2.0790 -2.7206 -1.8996
C -0.3687 -3.0961 -2.1823
C 1.0571 -2.6089 -4.1472
C -0.2853 0.4351 -3.7401
C 0.4076 0.2819 -5.1014
C -0.2266 1.9334 -3.3900
C -1.7380 -0.0137 -3.8677
C 3.5417 1.4968 -0.5750
C 4.7854 1.6985 -1.1417
C 5.7751 2.2811 -0.3529
C 5.5194 2.6512 0.9613
C 4.2655 2.4529 1.5356
C 3.2819 1.8717 0.7581
C -0.9733 0.5437 3.7310
C -2.1945 -0.3724 3.8306
C -0.2313 0.4988 5.0740
C -1.4601 1.9950 3.5605
H 2.9616 -1.8470 3.9397
H 2.1399 -0.4322 4.5742
H 3.1420 -0.3073 3.1200
H 2.4940 -2.7793 1.7690
H 2.4528 -1.2180 0.9387
H 1.0595 -2.3056 0.8357
H 1.0837 -3.3121 3.5631
H -0.3976 -2.7623 2.7965
H 0.0471 -2.1753 4.4079
H 1.9872 1.4757 3.1502
H 0.7275 2.4889 2.4474
H 2.9684 -0.4680 -2.5506
H 2.2632 1.0052 -3.1931
H 2.1381 -2.2839 -0.9078
H 2.9946 -2.4760 -2.4368
H 2.0536 -3.8073 -1.7923
H -0.5259 -2.9636 -1.1107
H -0.1870 -4.1553 -2.3796
H -1.2778 -2.8107 -2.7106
H 1.8313 -1.9891 -4.5993
H 0.1453 -2.5261 -4.7365
H 1.3913 -3.6474 -4.2109
H 1.4895 0.4065 -5.0458
H 0.0286 1.0710 -5.7556
H 0.1929 -0.6649 -5.5850
H 0.7632 2.3505 -3.5747
H -0.4831 2.1307 -2.3511
H -0.9251 2.4696 -4.0367
H -1.8096 -1.0636 -4.1604
H -2.2467 0.5797 -4.6315
H -2.2596 0.1211 -2.9219
H 4.9868 1.4134 -2.1668
H 6.7574 2.4496 -0.7727
H 6.3055 3.1045 1.5498
H 4.0706 2.7507 2.5584
H -1.9238 -1.4061 4.0353
H -2.8014 -0.3480 2.9272
H -2.8217 -0.0309 4.6576
H 0.0632 -0.5037 5.3744
H -0.9085 0.8823 5.8420
H 0.6506 1.1394 5.0757
H -1.6560 2.2599 2.5262
H -0.7349 2.7068 3.9531
H -2.3853 2.1330 4.1245
C -3.4333 -2.1085 -1.4400
P -2.6001 -1.2277 -0.0635
C -2.7173 -2.5902 1.1449
C -3.9915 -0.0666 0.3658
C -3.5720 1.3387 0.7976
P -2.2119 1.9467 -0.2838
C -1.8537 3.6521 0.2725
C -3.2362 2.3677 -1.7503
H -4.4588 -2.3166 -1.1284
H -2.9415 -3.0583 -1.6353
H -3.4592 -1.5249 -2.3570
H -3.7255 -3.0082 1.1558
H -2.4519 -2.2685 2.1442
H -2.0193 -3.3712 0.8378
H -4.6247 -0.5376 1.1220
H -4.6001 -0.0001 -0.5386
H -3.2316 1.3342 1.8281
H -4.4261 2.0193 0.7435
H -2.7674 4.1975 0.5157
H -1.3571 4.1600 -0.5567
H -1.1753 3.6780 1.1216
H -4.0178 3.0669 -1.4452
H -3.7083 1.4866 -2.1816
H -2.6318 2.8390 -2.5217
```

spin multiplicity: 1
charge: +1

For each atom in turn, the Löwdin charge in e is: Pt 0.55; C -0.07; C -0.65; C -0.13; C -0.08; P 1.07; C -0.26; N -0.02; B -0.74; N -0.02; C -0.25; P 1.04; C -0.66; C -0.08; C -0.12; C -0.08; C -0.66; C -0.08; C -0.11; C -0.10; C -0.16; C -0.01; C -0.09; C -0.09; C -0.01; C -0.16; C -0.65; C -0.09; C -0.08; C -0.10; H 0.10; H 0.07; H 0.08; H 0.10; H 0.07; H 0.04; H 0.10; H 0.06; H 0.06; H 0.09; H 0.09; H 0.09; H 0.08; H 0.04; H 0.08; H 0.10; H 0.04; H 0.10; H 0.05; H 0.08; H 0.07; H 0.10; H 0.08; H 0.10; H 0.06; H 0.09; H 0.02; H 0.09; H 0.08; H 0.10; H 0.02; H 0.11; H 0.10; H 0.10; H 0.11; H 0.06; H 0.04; H 0.10; H 0.07; H 0.10; H 0.08; H 0.02; H 0.09; H 0.10; C -0.26; P 0.73; C -0.26; C -0.39; C -0.41; P 0.77; C -0.24; C -0.25; H 0.06; H 0.03; H 0.03; H 0.06; H 0.00; H 0.05; H 0.09; H 0.07; H 0.04; H 0.09; H 0.06; H 0.05; H 0.02; H 0.06; H 0.03; H 0.03



Computed values of Kohn-Sham gap (unit: Ha) for the preceding records, in sequence: 0.257 0.294.
Computed values of HOMO level (unit: eV) for the preceding records, in sequence: -12.2 -9.7.